[1]
Density functional theory data (ωB97M-V with the def2-TZVPD basis set) for C33H47BN4NiO2P2 as an isolated structure.

```
90
Properties=species:S:1:pos:R:3:forces:R:3
Ni -2.4983 0.4077 -2.0817 5.243 -0.861 3.372
C -2.5502 0.0353 -3.8671 0.497 -0.906 -1.869
C -2.0869 1.3686 -3.6267 0.014 0.653 -1.243
C -2.9518 2.5526 -3.2861 -1.001 0.544 -0.082
C -4.2277 2.2261 -2.3871 -0.054 1.195 -0.533
C -4.0794 1.1160 -1.3769 -1.127 0.493 1.433
C -4.0381 -0.3139 -1.5031 -2.055 -0.722 0.555
C -4.5509 -1.0832 -2.6725 -0.156 -0.072 -1.088
C -3.9666 -0.4702 -4.0152 -0.984 -0.487 0.283
C 0.2893 -1.7394 2.0811 -0.631 -0.192 -0.083
H -1.7922 -0.7203 -4.1193 -0.081 0.554 -0.175
H -1.0634 1.6326 -3.9288 -0.323 -0.406 0.222
H -3.3117 3.0893 -4.1771 -0.058 -0.035 -0.085
H -2.3375 3.3060 -2.7583 -0.143 -0.409 -0.078
H -4.3647 3.1349 -1.7677 -0.239 -0.316 -0.507
H -5.1023 2.1491 -3.0488 0.077 -0.081 0.191
H -4.2562 1.4518 -0.3530 0.341 -0.096 -0.224
H -3.9089 -0.8518 -0.5550 -0.411 0.283 -0.284
H -5.6455 -1.0226 -2.6969 -0.131 -0.088 -0.164
H -4.3091 -2.1600 -2.5825 0.131 0.570 -0.101
H -3.9886 -1.2829 -4.7462 -0.048 0.265 -0.234
H -4.6263 0.3356 -4.3651 0.097 -0.257 0.039
H 0.0053 -2.7485 2.4537 0.075 0.614 -0.234
H -0.3031 -1.4913 1.1861 0.079 -0.380 0.397
H 0.0738 -0.9763 2.8424 -0.002 -0.379 -0.200
P -1.1721 0.9908 1.3627 -3.034 -0.402 0.989
P 1.0005 0.5353 -0.7199 0.845 -1.391 -2.831
N -2.9510 0.4532 1.7814 0.369 -0.588 -0.990
N -1.1815 1.9225 2.7999 0.592 0.672 1.268
N 0.8566 -0.5282 -2.3987 -1.015 0.353 1.061
N 2.5679 1.0714 -1.1528 1.597 1.165 0.490
C -1.1623 2.2751 0.0378 -0.228 0.476 -0.082
C 0.1502 2.1893 -0.8029 -0.574 -0.037 -0.174
C -3.2808 -0.9060 1.8090 -0.260 0.296 0.181
C -4.6182 -1.0641 2.1474 0.762 0.280 -0.268
C -5.1565 0.2497 2.3157 1.077 0.404 -0.203
C -4.1111 1.1520 2.0966 -0.187 -0.488 0.166
C -1.3080 1.2712 4.0408 0.303 1.198 -0.047
C -1.2057 2.2209 5.0394 -0.021 0.091 -1.493
C -1.0330 3.5052 4.4066 -0.002 -1.174 -1.055
C -1.0070 3.2847 3.0369 -0.107 -0.269 0.704
C 0.5019 -1.8711 -2.2560 -0.005 -0.085 -0.356
C 0.3888 -2.4845 -3.4985 0.129 0.681 0.557
C 0.6211 -1.4773 -4.4825 0.397 1.064 1.473
C 0.9065 -0.3012 -3.7671 -0.250 -0.555 -0.703
C 3.1632 1.4866 -2.3512 0.961 -0.051 1.024
C 4.5017 1.7815 -2.1010 -1.353 -0.307 0.601
C 4.7149 1.6377 -0.6862 -0.868 -0.203 -0.008
C 3.5124 1.2461 -0.1219 0.044 0.084 -0.986
H -1.2311 3.2804 0.4635 -0.090 -0.155 -0.113
H -2.0685 2.1574 -0.5923 0.435 -0.204 0.255
H -0.0149 2.4612 -1.8525 -0.125 0.097 0.173
H 0.8627 2.9269 -0.3835 0.015 -0.635 -0.235
H -2.5165 -1.6475 1.6125 -0.167 0.094 -0.001
H -5.1419 -2.0171 2.2508 0.258 0.463 -0.037
H -6.1839 0.4915 2.5686 0.323 0.072 -0.010
H -4.0787 2.2293 2.2054 -0.090 -0.150 -0.099
H -1.5133 0.2096 4.0736 0.085 0.176 0.064
H -1.2502 2.0356 6.0865 -0.104 -0.118 0.466
H -0.9492 4.4564 4.8854 0.063 0.277 0.152
H -0.9008 3.9720 2.2034 0.022 -0.113 0.445
H 0.3656 -2.2918 -1.2718 0.117 -0.025 0.015
H 0.2082 -3.5376 -3.6820 -0.095 0.248 0.149
H 0.5808 -1.5719 -5.5622 0.126 0.045 0.269
H 1.1472 0.6596 -4.1898 -0.094 0.012 0.112
H 2.5776 1.5888 -3.2412 0.134 -0.228 -0.156
H 5.2425 2.0665 -2.8266 -0.052 0.079 -0.105
H 5.6468 1.7738 -0.1479 -0.235 0.094 -0.136
H 3.1776 1.1197 0.9056 0.348 -0.239 -0.318
C 4.4339 -2.4590 0.0475 0.231 0.198 -0.424
C 3.7809 -2.7429 1.3904 0.889 0.019 -0.400
C 4.2588 -4.1135 1.8593 -0.125 -0.005 0.300
O 2.3701 -2.8497 1.1322 -0.017 0.736 0.863
B 1.7952 -1.7527 1.7379 -0.091 -0.271 0.325
O 2.6848 -0.8156 2.2400 -0.325 -0.739 0.037
C 3.9118 -1.5446 2.4509 -0.067 -0.636 -0.233
C 3.9308 -2.0520 3.9085 -0.011 0.012 -0.280
C 5.0420 -0.5734 2.2323 0.603 0.091 -0.258
H 4.1104 -1.5072 -0.3819 -0.031 -0.007 0.079
H 4.1532 -3.2527 -0.6570 -0.037 0.171 0.186
H 5.5273 -2.4523 0.0956 -0.093 0.048 0.150
H 4.0277 -4.8424 1.0640 0.133 0.255 0.379
H 5.3460 -4.1194 2.0473 -0.416 0.002 -0.038
H 3.7198 -4.4013 2.7734 0.283 -0.096 -0.297
H 4.8827 -2.5706 4.0960 -0.292 0.126 0.046
H 3.8506 -1.1938 4.5952 -0.020 -0.331 -0.272
H 3.1030 -2.7548 4.1029 0.277 0.317 -0.032
H 4.9585 -0.0304 1.2830 0.020 -0.397 0.338
H 5.0301 0.1555 3.0452 0.021 0.025 -0.035
H 6.0146 -1.0758 2.2483 -0.090 -0.002 0.054
```
Forces are in eV/Å.

For the molar mass, the calculation gives 663.2 g mol⁻¹. The calculation puts the orbital gap (alpha / beta) at 4.709 / 7.586 eV. The highest occupied orbital energy (alpha / beta) is -5.210 / -8.104 eV. For the energy above the lowest of the compared OMol25 structures with the same formula, charge and spin, the calculation gives 0.647 eV. As for the spin multiplicity: 3. The value obtained for the max |F| is 0.122 Eh/bohr.



[2]
Density functional theory data (ωB97M-V with the def2-TZVPD basis set) for C33H47BrN7Ti as an isolated structure.

```
89
Properties=species:S:1:pos:R:3:forces:R:3
Ti 0.1309 -0.0365 0.0108 0.730 -0.389 0.447
C -0.6177 -2.9454 -0.3395 0.157 -0.096 -0.055
N -1.1429 -1.7749 0.3749 -0.183 0.062 -0.037
C -1.2344 -2.0992 1.8214 -0.016 0.055 0.102
C -2.4593 -1.3584 -0.0661 -0.321 0.136 0.016
C -3.4129 -2.2791 -0.4590 0.074 -0.066 0.071
C -4.7183 -1.8906 -0.7173 -0.012 -0.042 -0.003
C -5.0570 -0.5729 -0.4958 -0.014 0.008 0.000
C -4.1024 0.3576 -0.1096 0.078 -0.005 0.011
C -2.7470 0.0234 0.0410 -0.255 0.001 0.030
N -1.6608 0.8916 0.2506 -0.205 0.111 -0.050
C -1.6507 2.2281 -0.1846 -0.166 0.161 -0.007
C -2.7515 3.0705 -0.4153 0.071 -0.041 -0.014
C -2.6128 4.3340 -0.9725 -0.001 0.011 -0.009
C -1.3717 4.8385 -1.2995 0.018 0.029 -0.009
C -0.2579 4.0705 -0.9995 0.059 -0.010 0.033
C -0.3891 2.8100 -0.4469 -0.243 0.164 0.044
N 0.7720 2.0637 0.0010 -0.141 0.101 -0.018
C 1.9468 2.2194 -0.8681 0.129 -0.065 -0.068
C 1.1233 2.5414 1.3618 -0.031 -0.002 0.106
H -1.1722 -3.8525 -0.0876 0.017 0.006 0.013
H -0.6706 -2.7781 -1.4140 0.001 -0.017 0.016
H 0.4215 -3.0834 -0.0377 -0.019 -0.008 -0.051
H -1.9586 -2.9052 1.9721 -0.001 0.010 -0.016
H -0.2522 -2.4044 2.1771 -0.004 -0.015 -0.011
H -1.5523 -1.2098 2.3658 0.027 -0.061 -0.036
H -3.1462 -3.3237 -0.5437 0.006 -0.009 -0.006
H -5.4552 -2.6148 -1.0331 -0.009 -0.012 -0.008
H -6.0814 -0.2463 -0.6154 -0.010 0.009 0.001
H -4.4590 1.3434 0.0978 -0.028 0.033 0.017
H -3.7458 2.7762 -0.1596 -0.038 0.001 0.000
H -3.5027 4.9251 -1.1435 -0.013 0.004 0.001
H -1.2618 5.8183 -1.7411 0.004 0.014 -0.009
H 0.7276 4.4736 -1.1891 0.007 0.001 0.001
H 2.3431 3.2368 -0.8363 0.006 -0.019 0.023
H 2.7208 1.5408 -0.5078 0.007 -0.006 -0.044
H 1.6843 1.9704 -1.8954 0.010 0.021 0.017
H 1.3127 3.6184 1.3385 -0.005 -0.011 -0.014
H 0.2987 2.3303 2.0423 0.071 0.022 -0.042
H 2.0088 2.0118 1.7064 -0.003 0.005 -0.008
C 3.2118 -2.5170 -3.7732 -0.021 0.045 0.014
C 3.5157 -1.8423 -2.4521 0.067 -0.040 0.003
N 2.3062 -1.2177 -1.9336 0.027 -0.004 -0.004
C 1.2345 -0.8452 -2.6668 -0.002 -0.061 -0.200
N 0.1987 -0.2909 -2.0395 0.477 -0.191 0.067
C -0.8826 0.2312 -2.8831 -0.092 0.082 0.026
C -1.1637 -0.7119 -4.0347 0.005 0.013 0.002
C 0.0976 -0.8724 -4.8554 -0.049 0.034 -0.024
N 1.2669 -1.0584 -3.9953 -0.021 -0.031 0.103
C 2.4919 -1.5118 -4.6517 0.056 -0.027 0.012
H 2.5733 -3.3886 -3.6142 0.003 -0.003 -0.014
H 4.1320 -2.8523 -4.2485 0.013 0.018 0.005
H 4.2962 -1.0872 -2.5887 0.001 -0.020 0.011
H 3.8737 -2.5587 -1.7121 -0.007 0.008 -0.022
H 2.2841 -1.0041 -0.9409 -0.065 0.063 0.026
H -0.6151 1.2257 -3.2610 -0.003 -0.017 0.002
H -1.7707 0.3508 -2.2665 0.004 0.015 -0.019
H -1.9619 -0.3207 -4.6646 -0.006 -0.009 0.003
H -1.4947 -1.6768 -3.6428 0.020 0.001 0.013
H 0.2603 0.0009 -5.4944 -0.013 0.002 0.021
H 0.0273 -1.7473 -5.5050 0.005 0.029 -0.009
H 3.1378 -0.6536 -4.8643 0.003 -0.026 -0.019
H 2.2079 -1.9521 -5.6062 -0.009 -0.006 0.022
C 2.6028 -1.0617 3.3849 -0.010 -0.021 -0.039
C 2.6884 -1.1804 1.8582 0.068 -0.020 0.028
C 2.8229 -2.6634 1.4850 0.011 0.011 0.011
C 3.9477 -0.4411 1.3781 -0.035 -0.007 0.014
C 1.4604 -0.5895 1.1964 -0.160 0.093 -0.399
H 3.5094 -1.4396 3.8612 0.011 -0.013 0.007
H 1.7578 -1.6388 3.7672 -0.016 -0.004 0.006
H 2.4675 -0.0211 3.6875 0.007 0.012 -0.002
H 3.7037 -3.1017 1.9589 0.022 -0.004 -0.006
H 2.9244 -2.7960 0.4041 -0.021 -0.004 0.002
H 1.9503 -3.2323 1.8111 -0.002 -0.002 0.010
H 4.8455 -0.8868 1.8113 0.016 -0.006 0.012
H 3.9218 0.6104 1.6694 -0.004 0.014 -0.003
H 4.0494 -0.4845 0.2898 0.004 -0.004 -0.013
H 0.7895 -0.1040 1.9616 -0.043 -0.010 -0.180
Br -2.6175 2.8110 7.4828 0.020 -0.029 -0.059
C -2.0400 2.0246 5.8702 -0.003 0.004 -0.008
C -2.3658 2.6051 4.6555 0.001 -0.010 0.029
C -1.9143 1.9847 3.5012 -0.074 0.007 -0.019
N -1.1855 0.8712 3.4972 0.082 -0.052 0.036
C -0.8868 0.3318 4.6764 -0.005 0.044 0.053
C -1.2871 0.8624 5.8919 -0.016 0.030 0.039
H -2.9535 3.5098 4.6056 -0.008 0.012 -0.001
H -2.1535 2.4027 2.5281 -0.003 0.009 0.011
H -0.2923 -0.5756 4.6553 0.005 -0.011 0.004
H -1.0187 0.3848 6.8226 0.003 -0.004 0.012
```
Forces are in eV/Å.

For the molar mass, the calculation gives 669.6 g mol⁻¹. The net charge is +1. The calculation puts the orbital gap at 7.794 eV. The highest occupied orbital energy is -9.690 eV. For the energy above the lowest of the compared OMol25 structures with the same formula, charge and spin, the calculation gives 0.000 eV. The value obtained for the max |F| is 0.018 Eh/bohr.